This record from the OMol25 dataset describes a molecular structure, C16H20N6OSW. The level of theory is ωB97M-V/def2-TZVPD.

Geometry as XYZ:
```
45
C16H20N6OSW | the OMol25 dataset | ωB97M-V/def2-TZVPD
W -0.74227 0.37190 0.16583
C 0.73916 3.83766 -2.18482
C 0.58762 2.58303 -1.41465
N -0.57749 2.11662 -1.03845
N -1.73460 2.80968 -1.37482
C -2.90759 2.16688 -1.27790
N -4.03739 2.73673 -1.57490
S -2.88368 0.47123 -0.79172
C 1.70722 1.72750 -0.99880
C 3.02688 1.99539 -1.28164
C 4.01365 1.09321 -0.85724
C 3.63329 -0.04289 -0.17184
C 2.28354 -0.25593 0.08616
N 1.33451 0.60454 -0.30663
H 0.07570 3.83302 -3.05604
H 1.75186 3.99089 -2.54106
H 0.47919 4.69547 -1.55045
H -1.66135 3.79558 -1.60751
H -4.11094 3.69127 -1.91823
H -4.91343 2.22992 -1.48475
H 3.31622 2.88453 -1.82369
H 5.05725 1.29139 -1.07151
H 4.36123 -0.76702 0.17079
H 1.95533 -1.13611 0.62439
C 0.52390 -0.38711 4.25839
C -0.26439 -0.81152 3.07610
O -0.34107 -0.02711 2.03030
N -0.90952 -1.94191 3.01975
C -1.80123 -2.29234 1.90806
C -1.09098 -2.69708 0.63979
C -0.90688 -4.02494 0.31916
C -0.35983 -4.38237 -0.91123
C -0.02168 -3.38011 -1.81096
C -0.21212 -2.06720 -1.44053
N -0.71934 -1.71253 -0.23381
H 0.80471 0.65856 4.17104
H 1.42542 -1.00277 4.33333
H -0.05963 -0.54047 5.16858
H -0.87879 -2.54880 3.83487
H -2.42556 -1.41655 1.71609
H -2.47180 -3.07112 2.26444
H -1.22303 -4.78885 1.01874
H -0.22630 -5.42634 -1.16890
H 0.37386 -3.60530 -2.79254
H 0.03036 -1.25866 -2.12120
```

Output
Spin multiplicity: 3
E_HOMO (spin up / spin down) in eV: -21.8212 / -22.3691
Frontier orbital gap (spin up / spin down) in eV: 7.144 / 7.638
Total charge: +4
LUMO (spin up / spin down) in eV: -14.68 / -14.73
Calculated total energy in hartree: -1489.27320

=====

This record from the OMol25 dataset describes a molecular structure, C16H20NOW in a non-equilibrium geometry. The level of theory is ωB97M-V/def2-TZVPD.

Geometry as XYZ:
```
39
C16H20NOW | the OMol25 dataset | ωB97M-V/def2-TZVPD
W -0.04308 -0.22568 -0.19175
C -1.66836 1.07603 0.88842
C -0.58708 2.00772 0.91415
C -0.24283 2.33129 -0.42362
H -0.17299 2.44786 1.81949
C -1.11708 1.62203 -1.30301
C -2.03292 0.86122 -0.49115
H -2.90959 0.33096 -0.84941
H -2.21387 0.69398 1.75616
H 0.50712 3.05466 -0.74817
H -1.21139 1.76274 -2.36763
C -0.11606 -2.14817 1.17228
C -1.39396 -1.90119 0.56424
C -1.25788 -2.11857 -0.86639
H -2.32199 -1.66893 1.09573
C 0.08935 -2.57596 -1.09628
C 0.78375 -2.57823 0.13028
H 1.81292 -2.91556 0.26455
H 0.07719 -2.11410 2.23985
H -2.04180 -2.06592 -1.59048
H 0.44940 -2.99829 -2.03967
O 0.98429 -0.37554 -2.17566
C 1.51495 -0.41195 -3.70052
C 2.77199 0.40649 -3.41541
C 0.28089 0.19717 -4.38616
C 1.80801 -1.85151 -4.09732
C 2.34581 0.28268 -1.93506
H 2.84670 1.44442 -3.76345
H 3.74803 -0.08334 -3.63680
H 3.03323 -0.49180 -1.44954
H 2.20657 1.27934 -1.31729
H 0.48956 0.63600 -5.37394
H -0.17079 0.94354 -3.71140
H -0.45217 -0.63517 -4.43907
H 2.38521 -1.90146 -5.00892
H 0.88500 -2.38666 -4.19953
H 2.36527 -2.27728 -3.28566
N 2.34224 0.52311 2.03422
C 1.54921 0.24699 1.22260
```

Output
Spin multiplicity: 3
E_HOMO (spin up / spin down) in eV: -0.1635 / -1.6502
Frontier orbital gap (spin up / spin down) in eV: 3.041 / 4.469
Total charge: -1
LUMO (spin up / spin down) in eV: 2.88 / 2.82
Calculated total energy in hartree: -818.56302

=====

Copy entry 1 word for word.
This record from the OMol25 dataset describes a molecular structure, C16H20N6OSW. The level of theory is ωB97M-V/def2-TZVPD.

Geometry as XYZ:
```
45
C16H20N6OSW | the OMol25 dataset | ωB97M-V/def2-TZVPD
W -0.74227 0.37190 0.16583
C 0.73916 3.83766 -2.18482
C 0.58762 2.58303 -1.41465
N -0.57749 2.11662 -1.03845
N -1.73460 2.80968 -1.37482
C -2.90759 2.16688 -1.27790
N -4.03739 2.73673 -1.57490
S -2.88368 0.47123 -0.79172
C 1.70722 1.72750 -0.99880
C 3.02688 1.99539 -1.28164
C 4.01365 1.09321 -0.85724
C 3.63329 -0.04289 -0.17184
C 2.28354 -0.25593 0.08616
N 1.33451 0.60454 -0.30663
H 0.07570 3.83302 -3.05604
H 1.75186 3.99089 -2.54106
H 0.47919 4.69547 -1.55045
H -1.66135 3.79558 -1.60751
H -4.11094 3.69127 -1.91823
H -4.91343 2.22992 -1.48475
H 3.31622 2.88453 -1.82369
H 5.05725 1.29139 -1.07151
H 4.36123 -0.76702 0.17079
H 1.95533 -1.13611 0.62439
C 0.52390 -0.38711 4.25839
C -0.26439 -0.81152 3.07610
O -0.34107 -0.02711 2.03030
N -0.90952 -1.94191 3.01975
C -1.80123 -2.29234 1.90806
C -1.09098 -2.69708 0.63979
C -0.90688 -4.02494 0.31916
C -0.35983 -4.38237 -0.91123
C -0.02168 -3.38011 -1.81096
C -0.21212 -2.06720 -1.44053
N -0.71934 -1.71253 -0.23381
H 0.80471 0.65856 4.17104
H 1.42542 -1.00277 4.33333
H -0.05963 -0.54047 5.16858
H -0.87879 -2.54880 3.83487
H -2.42556 -1.41655 1.71609
H -2.47180 -3.07112 2.26444
H -1.22303 -4.78885 1.01874
H -0.22630 -5.42634 -1.16890
H 0.37386 -3.60530 -2.79254
H 0.03036 -1.25866 -2.12120
```

Output
Spin multiplicity: 3
E_HOMO (spin up / spin down) in eV: -21.8212 / -22.3691
Frontier orbital gap (spin up / spin down) in eV: 7.144 / 7.638
Total charge: +4
LUMO (spin up / spin down) in eV: -14.68 / -14.73
Calculated total energy in hartree: -1489.27320

=====

Question: Look up the spin multiplicity of the first one.
Answer: 3

=====

Please write out number 2 again, unchanged.
This record from the OMol25 dataset describes a molecular structure, C16H20NOW in a non-equilibrium geometry. The level of theory is ωB97M-V/def2-TZVPD.

Geometry as XYZ:
```
39
C16H20NOW | the OMol25 dataset | ωB97M-V/def2-TZVPD
W -0.04308 -0.22568 -0.19175
C -1.66836 1.07603 0.88842
C -0.58708 2.00772 0.91415
C -0.24283 2.33129 -0.42362
H -0.17299 2.44786 1.81949
C -1.11708 1.62203 -1.30301
C -2.03292 0.86122 -0.49115
H -2.90959 0.33096 -0.84941
H -2.21387 0.69398 1.75616
H 0.50712 3.05466 -0.74817
H -1.21139 1.76274 -2.36763
C -0.11606 -2.14817 1.17228
C -1.39396 -1.90119 0.56424
C -1.25788 -2.11857 -0.86639
H -2.32199 -1.66893 1.09573
C 0.08935 -2.57596 -1.09628
C 0.78375 -2.57823 0.13028
H 1.81292 -2.91556 0.26455
H 0.07719 -2.11410 2.23985
H -2.04180 -2.06592 -1.59048
H 0.44940 -2.99829 -2.03967
O 0.98429 -0.37554 -2.17566
C 1.51495 -0.41195 -3.70052
C 2.77199 0.40649 -3.41541
C 0.28089 0.19717 -4.38616
C 1.80801 -1.85151 -4.09732
C 2.34581 0.28268 -1.93506
H 2.84670 1.44442 -3.76345
H 3.74803 -0.08334 -3.63680
H 3.03323 -0.49180 -1.44954
H 2.20657 1.27934 -1.31729
H 0.48956 0.63600 -5.37394
H -0.17079 0.94354 -3.71140
H -0.45217 -0.63517 -4.43907
H 2.38521 -1.90146 -5.00892
H 0.88500 -2.38666 -4.19953
H 2.36527 -2.27728 -3.28566
N 2.34224 0.52311 2.03422
C 1.54921 0.24699 1.22260
```

Output
Spin multiplicity: 3
E_HOMO (spin up / spin down) in eV: -0.1635 / -1.6502
Frontier orbital gap (spin up / spin down) in eV: 3.041 / 4.469
Total charge: -1
LUMO (spin up / spin down) in eV: 2.88 / 2.82
Calculated total energy in hartree: -818.56302